# 1
Computed, not measured: a molecular structure, C4H6INS, with ωB97M-V/def2-TZVPD.

```
! wB97M-V def2-TZVPD RIJCOSX def2/J DEFGRID3
* xyz 0 1
I -3.488 -1.561 3.975
S -2.994 0.568 1.833
N -2.535 0.578 0.176
C -3.059 -1.056 2.042
C -1.113 0.491 -0.175
C -0.256 -0.200 0.547
C 1.146 -0.410 0.092
H 1.659 0.455 -0.339
H -0.374 -0.777 1.434
H -2.802 1.398 -0.324
H 1.045 -1.048 -0.680
H -0.737 0.799 -1.132
H 1.869 -0.731 0.827
*
```

E_HOMO in Ha: -0.3114
HOMO-LUMO gap in eV: 8.128
ΔE to the lowest compared entry with this formula, charge and spin in eV: 3.329


# 2
Computed, not measured: a molecular structure, C4H6IO3, with ωB97M-V/def2-TZVPD.

```
! wB97M-V def2-TZVPD RIJCOSX def2/J DEFGRID3
* xyz -1 1
I 4.081 0.055 0.658
O 0.395 -3.451 0.158
O 2.391 -2.507 0.270
O 0.408 -1.257 -1.989
C -0.034 -0.366 0.208
C 1.154 -2.523 -0.054
C -0.871 0.744 -0.407
C 0.553 -1.307 -0.783
H -0.574 1.719 -0.261
H -0.645 -1.006 0.839
H -1.958 0.675 0.074
H -0.864 0.656 -1.474
H 0.572 0.118 0.921
H 2.937 -1.428 0.306
*
```

E_HOMO in Ha: -0.1830
HOMO-LUMO gap in eV: 8.333
ΔE to the lowest compared entry with this formula, charge and spin in eV: 0.988


# 3
Computed, not measured: a single C4H6IP molecule, with ωB97M-V/def2-TZVPD.

```
! wB97M-V def2-TZVPD RIJCOSX def2/J DEFGRID3
* xyz 0 1
I 3.481 -0.192 -0.054
P 1.658 1.357 0.483
C 0.440 0.162 1.231
C -0.146 0.264 -1.124
C 0.745 1.247 -1.089
C -0.224 -0.606 0.087
H -0.300 0.779 1.750
H 0.320 -1.535 -0.118
H 0.941 1.937 -1.894
H -1.254 -0.876 0.328
H -0.769 0.047 -1.979
H 0.912 -0.485 1.972
*
```

SMILES string: IP1C=CCC1
E_HOMO in Ha: -0.3228
HOMO-LUMO gap in eV: 8.995
ΔE to the lowest compared entry with this formula, charge and spin in eV: 0.000


# 4
Computed, not measured: a molecular structure, C4H6InO3, with ωB97M-V/def2-TZVPD.

```
! wB97M-V def2-TZVPD RIJCOSX def2/J DEFGRID3
* xyz 3 1
In 2.660 2.046 -0.354
O 0.776 1.203 -0.191
O 0.710 -1.016 -0.144
O 2.649 0.142 -0.065
C 1.420 0.045 -0.149
C 1.362 -2.296 0.035
C -2.746 1.640 0.196
C -3.902 1.307 0.062
H 1.886 -2.298 0.995
H 0.552 -3.027 0.028
H 2.051 -2.463 -0.798
H -4.915 0.992 -0.131
H -0.268 1.202 -0.088
H -2.236 2.523 0.601
*
```

E_HOMO (alpha / beta) in Ha: -0.8790 / -0.8503
HOMO-LUMO gap (alpha / beta) in eV: 8.037 / 5.663
ΔE to the lowest compared entry with this formula, charge and spin in eV: 1.238


# 5
Computed, not measured: a molecular structure, C4H6LaLiO, with ωB97M-V/def2-TZVPD.

```
! wB97M-V def2-TZVPD RIJCOSX def2/J DEFGRID3
* xyz 3 2
La 1.087 -3.681 2.323
O 1.788 -2.618 0.298
C 2.139 -1.497 -0.311
C 1.666 -0.269 -0.105
C -0.932 1.311 0.325
C -2.282 1.353 0.110
Li -1.445 0.982 -2.121
H 1.853 0.629 -0.691
H -0.639 0.455 0.942
H 2.770 -1.641 -1.207
H -2.869 0.437 0.236
H -2.791 2.305 -0.059
H -0.344 2.234 0.260
*
```

E_HOMO (alpha / beta) in Ha: -0.7177 / -0.6914
HOMO-LUMO gap (alpha / beta) in eV: 5.975 / 5.229


# 6
Computed, not measured: a molecular structure, C4H6MgO4Yb, with ωB97M-V/def2-TZVPD.

```
! wB97M-V def2-TZVPD RIJCOSX def2/J DEFGRID3
* xyz 1 2
Yb 2.815 -0.986 -0.022
Mg -0.979 1.923 -0.410
O -2.080 0.859 -1.521
O 0.707 2.401 0.534
O -0.560 0.102 0.537
O 4.795 -0.983 -0.396
C 0.712 0.129 1.126
C -0.901 -0.923 -0.405
C 1.219 1.437 1.180
C -2.186 -0.458 -1.088
H -1.014 -1.887 0.110
H -0.091 -0.994 -1.154
H -3.020 -0.586 -0.369
H 2.136 1.624 1.782
H -2.380 -1.157 -1.924
H 0.828 -0.500 2.020
*
```

E_HOMO (alpha / beta) in Ha: -0.4738 / -0.4737
HOMO-LUMO gap (alpha / beta) in eV: 8.126 / 8.020
ΔE to the lowest compared entry with this formula, charge and spin in eV: 0.458


# 7
Computed, not measured: 2 unconnected molecules or ions with the total composition C4H6N, with ωB97M-V/def2-TZVPD.

```
! wB97M-V def2-TZVPD RIJCOSX def2/J DEFGRID3
* xyz 1 1
N -0.853 -0.024 0.055
C 1.220 0.211 -1.013
C 1.990 0.144 0.102
C 2.743 -0.133 1.015
C -2.047 -0.348 0.020
H -2.462 -0.802 -0.855
H 1.563 -0.655 -1.725
H -2.694 -0.061 0.822
H 0.695 1.146 -1.207
H 3.646 -0.159 1.524
H -0.325 0.602 0.758
*
```

E_HOMO (alpha / beta) in Ha: -0.5521 / -0.5522
HOMO-LUMO gap (alpha / beta) in eV: 8.117 / 8.121
ΔE to the lowest compared entry with this formula, charge and spin in eV: 4.090


# 8
Computed, not measured: a single C4H6N2 molecule, with ωB97M-V/def2-TZVPD.

```
! wB97M-V def2-TZVPD RIJCOSX def2/J DEFGRID3
* xyz 0 1
N 1.173 1.586 0.567
N -0.643 -1.202 -0.867
C 0.395 0.489 0.109
C 0.338 -0.256 -1.052
C -1.209 -1.072 0.380
C -0.572 -0.026 0.996
H -2.001 -1.742 0.688
H -0.627 0.473 1.952
H 2.157 1.394 0.677
H 0.891 -0.209 -1.981
H -0.913 -1.889 -1.551
H 1.010 2.455 0.081
*
```

SMILES string: Nc1cc[nH]c1
E_HOMO in Ha: -0.3014
HOMO-LUMO gap in eV: 9.280
ΔE to the lowest compared entry with this formula, charge and spin in eV: 0.640


# 9
Computed, not measured: a single C4H6N2 molecule, with ωB97M-V/def2-TZVPD.

```
! wB97M-V def2-TZVPD RIJCOSX def2/J DEFGRID3
* xyz 0 1
N 1.613 -0.914 -0.121
N 0.335 -1.184 0.028
C -1.955 -0.198 -0.043
C 1.817 0.522 -0.114
C -0.460 -0.041 -0.117
C 0.479 1.090 0.019
H -2.162 -0.360 1.241
H 0.075 2.022 -0.241
H -2.433 0.781 -0.337
H 2.799 1.012 0.398
H 2.096 -1.740 0.091
H -2.202 -0.990 -0.804
*
```

SMILES string: Cc1cc[nH]n1
E_HOMO in Ha: -0.3193
HOMO-LUMO gap in eV: 9.809
ΔE to the lowest compared entry with this formula, charge and spin in eV: 3.075


# 10
Computed, not measured: a molecular structure, C4H6N2, with ωB97M-V/def2-TZVPD.

```
! wB97M-V def2-TZVPD RIJCOSX def2/J DEFGRID3
* xyz 0 1
N -0.442 0.870 0.043
N -1.196 -0.344 -0.055
C -2.562 -0.371 -0.025
C 1.341 -0.670 0.071
C 0.306 -1.455 0.067
C 0.960 0.828 -0.090
H 1.235 1.169 -1.293
H 2.377 -0.840 -0.053
H -0.783 1.224 0.924
H -2.875 0.631 -0.164
H 1.587 1.503 0.484
H 0.052 -2.545 0.090
*
```

E_HOMO in Ha: -0.3049
HOMO-LUMO gap in eV: 9.066
ΔE to the lowest compared entry with this formula, charge and spin in eV: 6.669


# 11
Computed, not measured: a single C4H6N2 molecule, with ωB97M-V/def2-TZVPD.

```
! wB97M-V def2-TZVPD RIJCOSX def2/J DEFGRID3
* xyz 0 1
N 0.899 -0.056 -0.072
N 1.576 1.021 -0.254
C -0.158 -0.812 -0.130
C -1.893 0.968 0.115
C -1.506 -0.276 -0.200
C 2.310 -0.135 0.101
H 2.754 -0.708 -0.695
H -2.203 -0.961 -0.406
H -0.074 -1.893 0.192
H -3.037 1.168 -0.039
H 2.806 -0.254 0.996
H -1.473 1.936 0.392
*
```

E_HOMO (alpha / beta) in Ha: -0.2907 / -0.2907
HOMO-LUMO gap (alpha / beta) in eV: 8.564 / 8.564
ΔE to the lowest compared entry with this formula, charge and spin in eV: 5.059


# 12
Computed, not measured: a single C4H6N2 molecule, with ωB97M-V/def2-TZVPD.

```
! wB97M-V def2-TZVPD RIJCOSX def2/J DEFGRID3
* xyz 0 1
N -0.463 -2.384 -0.384
N 1.338 -0.079 -0.048
C -0.773 -1.294 -0.623
C -0.807 0.391 1.166
C -0.116 -0.080 -0.081
C 0.643 0.710 -1.059
H -1.854 0.604 0.941
H 0.618 0.320 -2.076
H -0.768 -0.384 1.943
H -0.302 1.282 1.538
H 0.682 1.785 -0.953
H 1.794 -0.912 -0.413
*
```

SMILES string: C[C@@]1(C#N)CN1
E_HOMO in Ha: -0.3701
HOMO-LUMO gap in eV: 10.341
ΔE to the lowest compared entry with this formula, charge and spin in eV: 2.593


# 13
Computed, not measured: a single C4H6N2 molecule, with ωB97M-V/def2-TZVPD.

```
! wB97M-V def2-TZVPD RIJCOSX def2/J DEFGRID3
* xyz 0 1
N 2.779 0.806 -0.627
N -0.397 -0.497 0.208
C 0.736 -0.686 -0.620
C -1.053 0.796 0.089
C -1.645 -0.414 -0.530
C 1.726 0.163 -0.704
H -1.464 1.205 1.007
H 3.260 0.289 0.115
H -1.563 -0.510 -1.611
H -2.484 -0.924 -0.067
H -0.590 1.523 -0.578
H 0.829 -1.626 -1.150
*
```

SMILES string: N=C=CN1CC1
E_HOMO in Ha: -0.3054
HOMO-LUMO gap in eV: 9.342
ΔE to the lowest compared entry with this formula, charge and spin in eV: 3.273


# 14
Computed, not measured: a single C4H6N2 molecule, with ωB97M-V/def2-TZVPD.

```
! wB97M-V def2-TZVPD RIJCOSX def2/J DEFGRID3
* xyz 0 1
N 2.036 -0.107 0.384
N 0.154 -1.071 -0.230
C 1.013 0.817 0.416
C 1.486 -1.227 0.022
C -0.165 0.238 0.075
C -1.537 0.749 -0.192
H -1.749 0.843 -1.259
H -0.511 -1.837 -0.217
H -1.669 1.751 0.211
H -2.311 0.118 0.238
H 2.061 -2.122 -0.133
H 1.193 1.847 0.685
*
```

SMILES string: Cc1cnc[nH]1
E_HOMO in Ha: -0.3177
HOMO-LUMO gap in eV: 9.539
ΔE to the lowest compared entry with this formula, charge and spin in eV: 0.110


# 15
Computed, not measured: a single C4H6N2 molecule, with ωB97M-V/def2-TZVPD.

```
! wB97M-V def2-TZVPD RIJCOSX def2/J DEFGRID3
* xyz 0 1
N 0.119 1.041 0.408
N 1.514 0.898 0.716
C 1.805 -0.257 0.206
C -0.373 -0.149 -0.330
C -1.788 -0.165 -0.133
C 0.717 -0.956 -0.439
H -2.338 0.673 -0.569
H -2.294 -1.120 -0.249
H 0.751 -1.956 -0.846
H 2.827 -0.614 0.296
H -0.039 1.942 -0.048
H -0.902 0.663 0.988
*
```

E_HOMO in Ha: -0.2723
HOMO-LUMO gap in eV: 8.003
ΔE to the lowest compared entry with this formula, charge and spin in eV: 4.862


# 16
Computed, not measured: 2 unconnected molecules or ions with the total composition C4H6N2, with ωB97M-V/def2-TZVPD.

```
! wB97M-V def2-TZVPD RIJCOSX def2/J DEFGRID3
* xyz 0 1
N 1.867 1.184 -1.829
N -0.984 -1.064 1.058
C 0.910 -0.803 -0.420
C -1.052 1.203 -0.221
C 1.445 0.301 -1.214
C 0.030 -0.309 0.718
H -1.530 2.013 0.377
H 0.322 -1.483 -1.044
H -1.263 -0.881 2.024
H 0.545 0.331 1.443
H 1.751 -1.388 -0.018
H -1.842 0.891 -0.937
*
```

E_HOMO (alpha / beta) in Ha: -0.3490 / -0.3426
HOMO-LUMO gap (alpha / beta) in eV: 8.287 / 8.481
ΔE to the lowest compared entry with this formula, charge and spin in eV: 5.602


# 17
Computed, not measured: a molecular structure, C4H6N2, with ωB97M-V/def2-TZVPD.

```
! wB97M-V def2-TZVPD RIJCOSX def2/J DEFGRID3
* xyz 0 1
N 0.236 -1.189 -0.508
N 2.908 0.853 -1.120
C 1.429 -0.846 0.081
C -1.213 0.749 0.207
C 2.145 0.153 -0.608
C -0.517 -0.536 0.598
H 0.035 -0.802 -1.433
H -0.544 1.477 -0.269
H -2.045 0.577 -0.480
H -1.128 -1.287 1.081
H 0.303 -0.351 1.333
H -1.610 1.201 1.117
*
```

E_HOMO in Ha: -0.3214
HOMO-LUMO gap in eV: 7.937
ΔE to the lowest compared entry with this formula, charge and spin in eV: 4.599


# 18
Computed, not measured: 2 unconnected molecules or ions with the total composition C4H6N2, with ωB97M-V/def2-TZVPD.

```
! wB97M-V def2-TZVPD RIJCOSX def2/J DEFGRID3
* xyz 0 1
N -1.889 -1.370 -1.585
N 1.833 0.203 0.205
C -1.715 -0.669 -0.677
C -1.690 0.205 0.464
C -0.955 1.311 0.577
C 1.832 -0.821 -0.543
H 0.993 -0.979 -1.226
H -1.129 1.969 1.423
H -0.164 1.583 -0.113
H 2.662 0.221 0.801
H -2.399 -0.073 1.235
H 2.622 -1.581 -0.561
*
```

SMILES string: C=CC#N.C=N
E_HOMO in Ha: -0.3684
HOMO-LUMO gap in eV: 10.690
ΔE to the lowest compared entry with this formula, charge and spin in eV: 2.174


# 19
Computed, not measured: 2 unconnected molecules or ions with the total composition C4H6N2, with ωB97M-V/def2-TZVPD.

```
! wB97M-V def2-TZVPD RIJCOSX def2/J DEFGRID3
* xyz 0 1
N 0.978 0.483 -0.310
N -0.833 2.429 1.978
C -0.068 0.281 0.681
C -0.915 -0.139 -0.554
C 0.362 0.056 -1.411
C -0.486 1.478 1.418
H 0.151 -0.530 1.384
H -1.700 0.570 -0.824
H 0.978 -2.008 -1.412
H 0.912 -2.529 -0.881
H -1.329 -1.150 -0.519
H 1.945 0.763 -0.185
*
```

E_HOMO in Ha: -0.3325
HOMO-LUMO gap in eV: 9.769
ΔE to the lowest compared entry with this formula, charge and spin in eV: 4.425


# 20
Computed, not measured: a single C4H6N2 molecule, with ωB97M-V/def2-TZVPD.

```
! wB97M-V def2-TZVPD RIJCOSX def2/J DEFGRID3
* xyz 0 1
N -2.411 0.785 -0.456
N 0.040 -1.970 0.276
C -1.292 0.312 -0.396
C 0.087 0.560 -0.123
C 1.383 1.241 -0.113
C -0.309 -0.779 -0.107
H -3.146 0.126 -0.185
H 2.017 0.820 0.721
H -0.657 -2.631 0.578
H 2.021 1.283 -0.948
H 1.290 2.299 0.071
H 0.977 -2.048 0.682
*
```

SMILES string: [H]/N=c1/c(C)c1N
E_HOMO in Ha: -0.2958
HOMO-LUMO gap in eV: 8.629
ΔE to the lowest compared entry with this formula, charge and spin in eV: 3.266


| no. | E_tot (eV) |
| --- | --- |
| 1 | -24667.129 |
| 2 | -18490.700 |
| 3 | -21634.868 |
| 4 | -15520.530 |
| 5 | -7322.416 |
| 6 | -49400.897 |
| 7 | -5722.710 |
| 8 | -7224.951 |
| 9 | -7222.516 |
| 10 | -7218.922 |
| 11 | -7220.532 |
| 12 | -7222.998 |
| 13 | -7222.318 |
| 14 | -7225.481 |
| 15 | -7220.729 |
| 16 | -7219.989 |
| 17 | -7220.992 |
| 18 | -7223.417 |
| 19 | -7221.166 |
| 20 | -7222.325 |